## A
Here is a cluster of 3 separate species, C4H15N2O2 in total from OMol25. Energies are from ωB97M-V/def2-TZVPD.

```
23
Properties=species:S:1:pos:R:3
C -0.402 2.061 1.538
C -0.908 0.503 1.429
C -0.800 0.078 0.063
C 0.489 -0.268 -0.634
N 1.281 -1.386 -0.112
N -0.841 2.963 0.488
H 0.691 2.058 1.516
H -0.715 2.403 2.514
H -1.970 0.520 1.694
H -0.430 -0.057 2.233
H -1.645 0.131 -0.625
H 1.189 0.585 -0.650
H 0.183 -0.567 -1.636
H 1.289 -1.571 0.876
H 0.947 -2.229 -0.565
H -1.749 3.333 0.746
H -0.914 2.593 -0.445
H 3.507 -1.045 -3.037
H 3.023 -1.430 -1.620
O 2.740 -1.072 -2.444
H -1.338 -1.847 -0.220
H -2.256 -2.973 -0.721
O -1.371 -2.784 -0.391
```

Computed properties:
LUMO ... -7.30 eV
Net charge ... +1

natural (NBO) atomic charge list, values in e, 2 entries: -0.134 -0.600


## B
Here is a cluster of 2 separate species, C4H15N2O2 in total from OMol25. Energies are from ωB97M-V/def2-TZVPD.

```
23
Properties=species:S:1:pos:R:3
N 1.790 -0.401 0.592
C 0.526 -1.051 0.148
C -0.182 -0.068 -0.812
C 0.391 -0.108 -2.222
O 0.035 1.202 -0.199
C -0.320 -1.379 1.366
N 0.520 -2.148 2.305
H 1.668 0.626 0.560
H 1.950 -0.657 1.578
H 2.614 -0.777 0.137
H 0.774 -1.946 -0.409
H -1.252 -0.237 -0.797
H -0.332 -0.475 -2.939
H 0.656 0.897 -2.540
H 1.369 -0.581 -2.339
H -0.675 1.849 -0.263
H -1.156 -1.975 0.982
H -0.797 -0.558 1.848
H 0.303 -3.122 2.178
H 0.285 -1.958 3.271
H -2.170 4.048 -0.680
H -2.676 3.280 -1.887
O -2.338 3.149 -0.991
```

Computed properties:
LUMO ... -2.83 eV
Net charge ... +1

natural (NBO) atomic charge list, values in e, 2 entries: -0.700 -0.063


The most stable arrangement is B, and the next structure is 90.4 kcal/mol less stable.


## A
Here is a cluster of 2 separate species, C4H15N2O2 in total from OMol25. Energies are from ωB97M-V/def2-TZVPD.

```
23
Properties=species:S:1:pos:R:3
C -1.100 -1.771 0.252
O -1.867 -1.421 1.413
C -0.797 -0.483 -0.563
C 0.533 -0.612 -1.356
C 1.506 0.558 -1.260
N 0.841 1.813 -1.614
N -0.711 0.611 0.453
H -0.145 -2.085 0.649
H -1.604 -2.500 -0.371
H -2.768 -1.733 1.310
H -1.535 -0.201 -1.260
H 1.039 -1.506 -1.007
H 0.337 -0.750 -2.397
H 1.971 0.638 -0.281
H 2.399 0.411 -1.878
H 1.393 2.658 -1.507
H 0.560 1.780 -2.587
H -0.482 1.465 -0.071
H 0.039 0.386 1.106
H -1.572 0.712 0.981
H 0.017 0.223 3.369
H 1.228 1.068 3.679
O 0.717 0.738 2.942
```

Computed properties:
LUMO ... -2.78 eV
Net charge ... +1

natural (NBO) atomic charge list, values in e, 2 entries: -0.078 -0.743


## B
Here is a cluster of 3 separate species, C4H15N2O2 in total from OMol25. Energies are from ωB97M-V/def2-TZVPD.

```
23
Properties=species:S:1:pos:R:3
C 0.564 -1.168 1.691
O -0.273 -1.686 0.652
C 1.158 0.143 1.061
C 2.197 -0.241 0.007
C 2.593 0.934 -0.866
N 3.523 0.508 -1.924
N 0.105 0.807 0.376
H 1.353 -1.907 1.966
H -0.008 -0.893 2.578
H -0.508 -0.784 0.244
H 1.725 0.697 1.859
H 1.777 -1.054 -0.675
H 3.136 -0.736 0.472
H 3.026 1.760 -0.244
H 1.654 1.330 -1.303
H -2.609 0.419 -0.696
H 3.505 1.143 -2.730
H 4.498 0.345 -1.564
H -3.236 0.113 -1.000
H -0.367 1.583 0.919
H -7.949 -0.393 -0.627
H -8.160 1.082 -0.560
O -7.515 0.446 -0.547
```

Computed properties:
LUMO ... -9.25 eV
Net charge ... +1

natural (NBO) atomic charge list, values in e, 2 entries: 0.010 -0.562


## C
Here is a cluster of 2 separate species, C4H15N2O2 in total from OMol25. Energies are from ωB97M-V/def2-TZVPD.

```
23
Properties=species:S:1:pos:R:3
N 1.057 -0.125 -1.303
C 0.164 -1.291 -1.394
C -1.043 -1.208 -0.386
N -1.798 0.014 -0.529
C -1.964 1.276 0.170
C -0.991 1.173 1.516
O 0.410 1.213 1.288
H 0.643 0.779 -1.070
H 1.669 0.064 -2.152
H 1.835 -0.253 -0.670
H -0.222 -1.415 -2.445
H 0.718 -2.223 -1.139
H -1.606 -2.081 -0.724
H -0.621 -1.435 0.629
H -2.235 -0.012 -1.447
H -1.747 2.130 -0.497
H -2.925 1.359 0.786
H -0.998 0.071 1.706
H -1.339 1.757 2.364
H 0.510 2.036 0.791
H 3.942 -0.606 1.000
H 2.666 -1.271 1.412
O 3.060 -0.820 0.657
```

Computed properties:
LUMO ... -3.12 eV
Net charge ... +1

natural (NBO) atomic charge list, values in e, 2 entries: -0.696 -0.254


## D
Here is a cluster of 3 separate species, C4H15N2O2 in total from OMol25. Energies are from ωB97M-V/def2-TZVPD.

```
23
Properties=species:S:1:pos:R:3
C 0.786 0.877 3.537
C 1.415 0.204 2.242
C 0.583 0.613 1.031
C -0.364 -0.238 0.517
N -1.022 -0.192 -0.692
N 0.944 1.786 0.533
H -0.242 0.831 3.521
H 1.091 1.872 3.571
H 0.706 0.267 4.434
H 1.570 -0.829 2.428
H 2.481 0.548 2.187
H -0.524 -1.108 1.127
H -1.057 0.578 -1.347
H -0.793 -1.093 -1.270
H -1.985 -0.396 -0.538
H 0.436 2.229 -0.189
H 1.918 2.018 0.781
H -1.200 -3.082 -1.989
H 0.061 -2.955 -2.647
O -0.438 -2.569 -2.030
H -0.599 0.230 -4.289
H -2.066 -0.115 -3.779
O -1.282 0.209 -3.577
```

Computed properties:
LUMO ... -3.05 eV
Net charge ... +1

natural (NBO) atomic charge list, values in e, 2 entries: -0.621 -0.449


The most stable arrangement is A, and the next structure is 44.0 kcal/mol less stable.


## A
Here is an isolated molecule of C2H5BrOS from OMol25. Energies are from ωB97M-V/def2-TZVPD.

```
10
Properties=species:S:1:pos:R:3
C 1.153 0.271 0.691
S -0.557 0.830 0.938
C -1.393 0.459 -0.891
O -1.561 -0.793 -1.533
Br -0.357 1.662 -2.136
H 1.415 0.412 1.693
H 1.825 1.007 0.035
H 1.152 -0.778 0.511
H -2.351 0.765 -0.662
H -0.951 -0.883 -2.235
```

Computed properties:
Structure (SMILES) ... CS[C@H](O)Br
LUMO ... 0.40 eV

natural (NBO) atomic charge list, values in e, 2 entries: -0.749 0.137


## B
Here is a cluster of 2 separate species, C2H5BrOS in total from OMol25. Energies are from ωB97M-V/def2-TZVPD.

```
10
Properties=species:S:1:pos:R:3
C 0.926 -1.649 -1.058
S 0.389 -0.065 -0.226
C -1.134 -0.723 0.466
O -2.202 -0.233 0.233
H 0.082 -2.301 -0.973
H 1.847 -1.948 -0.598
H 1.222 -1.374 -2.060
H -1.032 -1.761 0.810
Br -5.423 -0.579 0.164
H -4.085 -0.674 -0.131
```

Computed properties:
Structure (SMILES) ... CSC=O.Br
LUMO ... 0.16 eV

natural (NBO) atomic charge list, values in e, 2 entries: -0.697 0.143


The most stable arrangement is B, and the next structure is 14.6 kcal/mol less stable.


## A
Here is a cluster of 8 separate species, C12H42N2O8 in total from OMol25. Energies are from ωB97M-V/def2-TZVPD.

```
64
Properties=species:S:1:pos:R:3
C -3.179 -1.629 1.358
O -4.531 -1.310 1.095
C -5.134 -1.313 -0.179
C -4.488 -0.386 -1.247
C -4.677 1.123 -0.892
N -5.083 -0.515 -2.588
H -2.901 -2.675 1.225
H -2.886 -1.374 2.376
H -2.541 -0.991 0.747
H -5.151 -2.293 -0.656
H -6.213 -1.165 -0.146
H -3.415 -0.577 -1.254
H -4.348 1.250 0.139
H -5.676 1.500 -1.113
H -4.062 1.845 -1.428
H -5.875 0.083 -2.772
H -4.393 -0.063 -3.171
C 4.487 3.104 1.294
O 4.688 1.709 1.567
C 3.792 1.055 0.748
C 4.134 -0.462 0.740
C 5.468 -0.858 0.100
N 3.063 -1.163 0.081
H 5.087 3.741 1.944
H 3.446 3.409 1.400
H 4.817 3.353 0.286
H 2.753 1.308 0.959
H 3.986 1.406 -0.265
H 4.050 -0.796 1.774
H 6.414 -0.464 0.471
H 5.555 -0.571 -0.948
H 5.504 -1.941 0.220
H 3.097 -2.158 0.251
H 2.188 -0.795 0.426
C -1.011 1.712 -2.105
C -0.838 1.851 -0.567
O -0.826 0.609 0.156
H -1.853 1.080 -2.385
H -0.158 1.179 -2.524
H -1.120 2.699 -2.556
H -1.804 2.296 -0.330
H -0.109 2.656 -0.479
H -0.771 0.922 1.062
C 0.594 0.163 3.368
C 0.376 1.696 3.393
O -0.578 2.188 2.516
H -0.206 -0.359 3.894
H 1.518 -0.070 3.896
H 0.515 -0.360 2.415
H 1.313 2.190 3.138
H 0.081 2.091 4.365
H -0.561 3.144 2.438
O -1.884 -4.035 -1.396
H -1.735 -4.517 -0.582
H -1.504 -3.172 -1.237
O 0.163 -1.936 -0.355
H 0.939 -1.978 -0.914
H -0.137 -1.030 -0.429
O 0.907 -2.240 -3.111
H 0.676 -3.162 -2.996
H 0.256 -1.905 -3.728
O 3.588 -0.893 -2.655
H 2.787 -1.159 -3.107
H 3.405 -1.053 -1.729
```

Computed properties:
Structure (SMILES) ... COC[C@H](C)N.COC[C@H](C)N.CCO.CCO.O.O.O.O
LUMO ... 0.25 eV

natural (NBO) atomic charge list, values in e, 2 entries: -0.248 -0.551


## B
Here is a cluster of 8 separate species, C12H42N2O8 in total from OMol25. Energies are from ωB97M-V/def2-TZVPD.

```
64
Properties=species:S:1:pos:R:3
C -15.748 10.000 -21.745
O -16.524 9.687 -20.629
C -17.764 9.064 -21.069
C -18.570 8.417 -19.917
C -19.825 7.789 -20.443
N -19.006 9.503 -18.995
H -14.674 10.072 -21.512
H -15.826 11.032 -22.115
H -15.766 9.303 -22.583
H -18.403 9.800 -21.558
H -17.442 8.281 -21.757
H -17.881 7.787 -19.342
H -19.585 7.094 -21.252
H -20.517 8.545 -20.813
H -20.351 7.276 -19.637
H -19.541 9.024 -18.269
H -18.184 9.804 -18.476
C -15.466 11.466 -13.161
O -15.361 11.850 -11.793
C -14.033 11.796 -11.320
C -14.016 12.166 -9.843
C -12.593 11.927 -9.285
N -14.965 11.352 -9.078
H -15.071 10.452 -13.215
H -15.050 12.226 -13.823
H -16.516 11.338 -13.421
H -13.667 10.764 -11.434
H -13.354 12.396 -11.940
H -14.207 13.227 -9.671
H -11.923 12.727 -9.600
H -12.233 11.027 -9.796
H -12.606 11.727 -8.219
H -15.725 11.233 -9.755
H -14.699 10.385 -8.918
C -13.533 8.221 -13.767
C -12.224 8.476 -14.525
O -12.346 7.984 -15.853
H -13.423 8.478 -12.710
H -13.671 7.135 -13.679
H -14.403 8.579 -14.310
H -11.339 8.071 -14.023
H -12.020 9.549 -14.537
H -12.405 7.027 -15.785
C -20.011 12.228 -16.229
C -20.136 13.000 -14.941
O -20.535 12.097 -13.892
H -20.001 12.827 -17.138
H -20.690 11.377 -16.284
H -19.027 11.745 -16.263
H -20.794 13.873 -14.917
H -19.137 13.356 -14.653
H -20.361 12.528 -13.049
O -15.544 6.438 -16.034
H -15.462 7.298 -16.467
H -14.682 6.027 -16.147
O -16.449 10.734 -18.198
H -16.324 10.272 -19.072
H -16.110 11.624 -18.333
O -16.471 9.667 -15.492
H -17.288 9.701 -14.958
H -16.623 10.294 -16.214
O -18.947 9.721 -14.170
H -19.096 9.296 -13.319
H -19.485 10.535 -14.145
```

Computed properties:
Structure (SMILES) ... COC[C@H](C)N.COC[C@H](C)N.CCO.CCO.O.O.O.O
LUMO ... 0.51 eV

natural (NBO) atomic charge list, values in e, 2 entries: -0.267 -0.571


The most stable arrangement is B, and the next structure is 16.5 kcal/mol less stable.